{
  "formula": "C4H3IN2O2S",
  "method": "ωB97M-V/def2-TZVPD",
  "elements": ["C", "C", "C", "C", "N", "N", "O", "O", "S", "I", "H", "H", "H"],
  "positions_angstrom": [[0.31106, 2.14046, -0.71944], [-0.09795, 0.82138, -1.10772], [-0.53977, 2.69369, -3.46490], [-0.14725, -0.07913, 0.13350], [-0.46624, 0.31486, -2.27727], [0.01333, 3.12201, -2.32959], [0.35543, 4.31034, -2.25789], [0.68996, 2.92586, 0.04590], [-0.89605, 0.97674, -3.65042], [-0.78518, 4.00744, -5.12005], [-0.00926, 0.69831, 0.98735], [-1.12965, -0.57214, 0.16660], [0.57930, -0.95449, -0.00107]],
  "forces_ev_per_angstrom": [[-0.8580, 1.7906, -3.4389], [-0.1800, -1.3951, 0.4150], [0.0402, -0.8025, 0.0879], [0.5865, 0.2103, -0.2411], [-0.0379, 0.8967, 1.6250], [-0.1498, 0.0258, -0.8968], [0.1589, -0.0532, 0.8399], [0.0112, -1.0087, 0.3325], [0.7246, 1.3367, 0.3092], [0.0617, -0.6980, 0.7989], [0.0336, -2.2806, -0.8614], [0.1585, 0.4400, 0.2367], [-0.5495, 1.5380, 0.7929]],
  "homo_ha": [-0.31006, -0.31014],
  "total_charge": 0
}



{
  "formula": "C21H28ClN4O4Zr",
  "method": "ωB97M-V/def2-TZVPD",
  "elements": ["Zr", "N", "C", "C", "O", "N", "C", "C", "O", "O", "H", "H", "H", "H", "H", "H", "N", "C", "C", "N", "H", "H", "H", "H", "H", "H", "H", "H", "C", "C", "O", "C", "C", "C", "C", "C", "C", "H", "H", "H", "H", "H", "H", "H", "H", "Cl", "C", "C", "C", "C", "C", "C", "C", "H", "H", "H", "H", "H", "H"],
  "positions_angstrom": [[-0.21740, 0.03330, -0.50150], [1.90430, 0.44910, -1.91640], [1.60470, 1.49560, -2.91290], [0.50070, 2.45010, -2.40510], [0.44010, 3.59830, -2.80450], [-0.31210, 1.86920, -1.51450], [-1.36800, 2.70930, -0.96850], [-1.80850, 2.07180, 0.35510], [-2.93360, 2.21330, 0.79450], [-0.91070, 1.31890, 0.90740], [2.60900, 0.82550, -1.27900], [2.36730, -0.32150, -2.40160], [1.24990, 1.03440, -3.83910], [2.48130, 2.10190, -3.16950], [-2.22380, 2.78620, -1.65800], [-1.01280, 3.73760, -0.79600], [-0.75360, -1.26430, 1.50600], [-2.09790, -1.85450, 1.46390], [-3.05490, -0.84140, 0.84300], [-2.56070, -0.49120, -0.50330], [-0.09210, -1.95980, 1.84860], [-0.76330, -0.48410, 2.17050], [-2.46650, -2.13150, 2.46140], [-2.06280, -2.75700, 0.84160], [-3.09080, 0.07070, 1.44950], [-4.06770, -1.26220, 0.80770], [-3.10110, 0.31190, -0.83880], [-2.77920, -1.27470, -1.12860], [1.77850, 2.51920, 1.00790], [2.08010, 1.11020, 1.40430], [1.54850, 0.15040, 0.81230], [3.02430, 0.87600, 2.49690], [3.40120, -0.44380, 2.79220], [4.30310, -0.70860, 3.80140], [4.84840, 0.33660, 4.53470], [4.48900, 1.64710, 4.25110], [3.58620, 1.92150, 3.24380], [1.23430, 2.54290, 0.06060], [2.68430, 3.11640, 0.93540], [1.14010, 2.96820, 1.77270], [2.98120, -1.24930, 2.20570], [4.58580, -1.72680, 4.01800], [5.55180, 0.13130, 5.32560], [4.91800, 2.45820, 4.81790], [3.31630, 2.94730, 3.05130], [-1.00600, -0.42530, -3.08650], [-1.52680, -2.08020, -2.81330], [-2.56590, -2.60980, -3.55030], [-3.03050, -3.87690, -3.23450], [-2.45700, -4.56810, -2.17720], [-1.40220, -4.03020, -1.46510], [-0.87850, -2.76210, -1.76820], [0.25800, -2.13920, -1.09000], [-2.99830, -2.04150, -4.35830], [-3.82170, -4.31970, -3.81630], [-2.82690, -5.54960, -1.92530], [-0.94520, -4.60880, -0.67520], [1.02750, -1.93770, -1.84780], [0.68830, -2.84720, -0.37090]],
  "forces_ev_per_angstrom": [[1.3686, -1.5327, -0.6689], [-0.0437, 0.1158, -0.0725], [-0.1042, 0.7031, -0.1929], [1.0436, 0.0493, -0.9371], [-0.0733, -0.1821, 0.0924], [-0.6896, 0.5082, 0.4534], [-0.1191, 0.2139, -0.0027], [-1.6604, 1.4573, -0.3755], [0.3994, 0.1544, -0.1232], [0.2445, -0.0356, 1.2872], [-0.2202, -0.2244, -0.1214], [-0.2165, 0.0267, 0.2917], [0.0460, 0.0179, 0.1364], [-0.1759, -0.1244, 0.0546], [0.1802, 0.0077, 0.3071], [-0.0854, -0.2071, 0.0103], [0.0591, 0.3230, 0.4313], [-0.5918, -0.0238, -0.1100], [-0.0351, -0.2765, 0.6817], [-0.2604, 0.0526, -0.1858], [0.0091, 0.2431, -0.2149], [0.0315, -0.3312, -0.0428], [0.1212, 0.0075, -0.2147], [0.0353, 0.1260, 0.1643], [-0.0119, -0.1811, -0.1919], [0.1913, 0.1009, -0.0775], [0.0633, -0.1925, 0.0186], [0.1483, 0.3224, 0.0747], [-0.1751, -0.0090, -0.2724], [0.1411, 0.4164, 0.2045], [0.1993, 0.1172, 0.3613], [0.2678, -0.4609, 0.1429], [-0.1534, 0.1464, -0.1319], [-0.0016, -0.0360, 0.0110], [-0.1193, 0.0631, -0.1232], [0.0465, -0.0103, 0.0772], [-0.1767, -0.1219, -0.1949], [0.1522, 0.0717, 0.2598], [0.0694, -0.0147, 0.0341], [0.0050, 0.0073, 0.0069], [0.0010, -0.0309, 0.0022], [0.0308, -0.0915, 0.0167], [0.0952, -0.0227, 0.0853], [0.0235, 0.0749, 0.0635], [-0.0358, 0.1009, -0.0479], [-0.1570, -0.3133, -0.3920], [0.0858, -0.7179, 0.2684], [0.0438, 0.0810, -0.1149], [0.0741, 0.0309, 0.0303], [-0.1354, -0.0213, -0.1442], [0.1928, 0.3844, -0.0516], [-0.5504, -0.3425, -0.7323], [0.5982, -0.4221, 0.0928], [-0.0891, 0.0638, -0.0940], [-0.1367, -0.0169, -0.0294], [-0.0145, -0.1176, 0.0465], [0.0886, -0.0213, 0.0914], [-0.0004, -0.1642, 0.0687], [-0.0236, 0.2588, -0.0064]],
  "homo_ha": -0.40434,
  "total_charge": 1
}



{
  "formula": "C20H19F3N2O3S",
  "method": "ωB97M-V/def2-TZVPD",
  "elements": ["O", "O", "O", "F", "F", "F", "C", "C", "C", "C", "C", "C", "C", "C", "C", "C", "C", "C", "C", "C", "N", "N", "S", "C", "C", "C", "C", "C", "C", "H", "H", "H", "H", "H", "H", "H", "H", "H", "H", "H", "H", "H", "H", "H", "H", "H", "H", "H"],
  "positions_angstrom": [[-1.48588, -0.37012, -1.27997], [1.64502, 0.45974, 1.31315], [5.06067, -2.27424, -4.41796], [4.93721, 0.18594, -6.24192], [2.97209, 0.82776, -5.66491], [4.63223, 0.73600, -4.13004], [-0.92498, -0.55407, -0.25125], [0.50134, 0.90488, 1.04552], [-2.13144, 2.29317, 5.35097], [-1.79808, 3.58266, 4.68707], [-2.61208, 1.18855, 4.64607], [2.87271, -2.20021, -2.33849], [1.21706, -2.40141, -4.08628], [1.79733, -2.26576, -1.35800], [0.32044, -2.71916, -3.15064], [-1.96628, 3.54986, 3.20971], [-2.67244, 1.26202, 3.27347], [2.52926, -2.00369, -3.65572], [0.52594, -2.64100, -1.73332], [-2.39014, 2.42124, 2.49576], [-0.75665, -1.82747, 0.18357], [-0.70774, 0.45649, 0.64361], [3.81864, -1.69326, -4.98078], [-0.60974, -2.20162, 1.57676], [-0.57335, -2.97841, -0.71821], [4.08414, 0.14467, -5.20069], [0.16226, 2.40736, 1.00001], [-2.45081, 2.42193, 0.99485], [-1.15797, 1.82035, 0.38374], [-2.01382, 2.18672, 6.37953], [-1.47954, 4.50861, 5.21667], [-2.97753, 0.32556, 5.16362], [3.87800, -2.02323, -1.97761], [0.85230, -2.47759, -5.12721], [2.07433, -2.26193, -0.32142], [-0.72328, -2.89595, -3.41797], [-1.80490, 4.35789, 2.48430], [-3.05594, 0.40499, 2.75891], [-1.20324, -3.03399, 1.75207], [-0.81155, -1.35343, 2.22725], [0.40611, -2.40057, 1.79218], [-0.17893, -3.81372, -0.05682], [-1.51914, -3.18303, -1.22437], [-0.07288, 3.02099, 1.91132], [0.71444, 2.95604, 0.22607], [-3.26056, 1.76424, 0.68567], [-2.55043, 3.36830, 0.64728], [-1.11218, 2.01789, -0.71555]],
  "forces_ev_per_angstrom": [[-0.5658, 1.2377, -2.9885], [-3.9494, -0.2634, -1.1430], [-0.0231, 0.7581, -0.1436], [0.1146, 0.0239, 0.7162], [1.1124, -0.9789, 1.3687], [-0.5969, -0.0540, -0.8719], [-1.5371, -3.1459, 0.7697], [6.6025, 1.5564, 2.7530], [0.5470, 2.9629, -2.4111], [-1.1378, -2.9327, -2.0878], [0.6087, 1.6171, -0.3409], [-1.5056, 1.9989, 1.2455], [1.6039, 0.9121, -1.2243], [1.4316, -1.6112, -1.0479], [-2.7266, -0.2304, 2.7063], [-0.0239, 0.0757, 1.5359], [-0.4837, 0.4907, -1.3092], [-0.2978, -0.6377, -1.3846], [0.4538, 0.0636, -1.5401], [0.1819, -0.8070, 2.4644], [1.0251, -0.8348, 1.1998], [-0.2486, 0.9191, 0.9038], [-1.0070, -1.9470, 0.4819], [0.9083, 2.4864, -0.2918], [1.0870, 0.9923, -0.0626], [-0.4552, 0.9478, -0.4319], [-1.7653, -0.5817, -0.4436], [0.8721, -4.5041, 1.4020], [-0.1741, 2.7398, -1.5706], [0.1267, 0.1868, 1.7005], [-0.2620, -1.0820, -0.4399], [0.1388, -0.3974, 0.2029], [0.0636, -0.0636, -0.1724], [0.8117, 0.4166, 0.5099], [0.1270, 0.2207, 0.4101], [0.3243, -0.3220, -0.3244], [0.2371, 0.5231, 1.1354], [-0.1451, -0.4815, -0.3864], [-1.2213, -1.4183, 0.6719], [-0.6093, -0.1170, 0.0332], [1.2783, -0.6868, 0.2587], [-0.8863, 0.8050, -1.0210], [0.1695, -0.4454, 0.0458], [0.9485, -1.0045, -0.7243], [0.1774, -0.1838, 0.5663], [-0.3978, 0.3141, -0.2058], [-0.4303, 2.8363, -1.3033], [-0.5017, -0.3540, 0.7891]],
  "homo_ha": -0.33845,
  "total_charge": 0
}



{
  "formula": "C21H28BrN2O9P2",
  "method": "ωB97M-V/def2-TZVPD",
  "elements": ["C", "C", "C", "P", "N", "C", "C", "O", "Br", "C", "P", "O", "O", "O", "N", "C", "C", "C", "O", "H", "H", "H", "H", "H", "H", "H", "H", "H", "H", "H", "H", "H", "H", "H", "H", "H", "H", "H", "H", "C", "C", "C", "O", "C", "C", "C", "O", "H", "H", "H", "H", "C", "C", "C", "O", "C", "C", "C", "O", "H", "H", "H", "H"],
  "positions_angstrom": [[2.39444, -3.81506, 3.22178], [1.34203, -4.46894, 2.52569], [0.26190, -3.71836, 1.56187], [-1.27595, -3.12032, 2.51624], [-1.34634, -4.82978, 3.17034], [-2.46222, -3.78786, 1.11305], [-2.34439, -3.08823, -0.28976], [-3.16610, -2.19367, -0.63744], [-1.00600, -3.52869, -1.72331], [-1.18812, -1.35055, 1.73762], [-0.35350, -0.08221, 2.89574], [-1.11413, 0.18559, 4.19131], [-0.37703, 1.40829, 2.00921], [1.30643, -0.42711, 3.10191], [-2.57681, -2.73843, 3.64436], [-2.26696, -2.66246, 5.08646], [-3.70730, -1.94897, 3.34873], [-5.16403, -2.69172, 3.30346], [-3.85417, -0.68412, 3.27521], [3.45857, -4.25608, 3.18008], [2.24162, -2.90556, 3.89789], [1.21560, -5.59897, 2.67537], [0.05791, -4.52688, 0.76039], [0.89328, -2.92479, 1.04434], [-0.33043, -2.70868, 3.55374], [-2.35339, -5.05425, 3.29163], [-0.89936, -4.89244, 4.09251], [-2.09401, -4.87467, 0.95505], [-3.54120, -3.91770, 1.43923], [-2.17010, -0.91482, 1.38164], [-0.50784, -1.30742, 0.79930], [-1.29015, 1.47086, 1.65002], [1.46604, -0.82518, 3.98203], [-2.30014, -3.73274, 5.51303], [-1.33848, -2.08781, 5.39086], [-3.15630, -2.11985, 5.59144], [-5.10190, -3.47414, 4.15063], [-5.38801, -3.14852, 2.28601], [-6.01260, -1.98854, 3.58352], [0.42640, 3.01166, -3.32337], [-0.80115, 3.06483, -2.80560], [-1.01388, 3.26543, -1.35627], [-2.13332, 3.31222, -0.88269], [0.18613, 3.40622, -0.50433], [1.41364, 3.35292, -1.02233], [1.62612, 3.15250, -2.47080], [2.74783, 3.10576, -2.94613], [0.60108, 2.86497, -4.38197], [-1.69034, 2.96426, -3.41549], [0.01204, 3.55282, 0.55420], [2.30277, 3.45326, -0.41237], [5.02668, 5.55567, -5.53895], [3.77082, 5.14735, -5.35188], [2.84679, 4.96367, -6.49110], [1.70008, 4.59313, -6.32206], [3.36877, 5.24840, -7.84512], [4.62424, 5.65661, -8.03180], [5.54856, 5.84033, -6.89225], [6.69529, 6.21112, -7.06282], [5.71661, 5.69604, -4.71638], [3.37326, 4.93363, -4.36771], [2.67875, 5.10791, -8.66781], [5.02204, 5.87010, -9.01623]],
  "forces_ev_per_angstrom": [[-0.9544, -1.2615, -0.5236], [0.5559, 1.4326, 0.6363], [2.3080, -1.4811, 0.1210], [2.0607, -0.9427, -0.0724], [-0.5846, -0.5752, 0.1965], [0.3802, -1.9776, -2.0119], [-4.7575, 3.4038, 0.1436], [3.5672, -3.6599, 1.2582], [-0.3416, -0.1301, 0.8667], [1.4075, 1.8617, -0.9580], [-1.8195, 1.0381, 1.3710], [2.1797, -0.9209, -2.2048], [0.2479, -2.2178, 0.5121], [-2.3556, 0.6848, -0.5265], [-1.6512, 1.9289, 0.4886], [-1.4368, -0.2838, 1.2384], [-3.4839, 3.6873, 0.0425], [0.7930, -0.4840, 0.9111], [1.5836, -4.3463, -0.0048], [-1.9574, 0.0526, 1.1275], [0.4015, -0.6241, -2.1500], [0.8490, 1.4756, -1.3231], [0.1300, 1.2555, 1.3066], [-0.9292, -0.7653, 0.7027], [-0.1803, -0.0280, 0.0099], [1.0123, 0.0909, 0.2244], [-0.3184, 0.1160, -0.3906], [-0.4038, 1.7964, 0.3392], [1.1252, 0.7844, -0.7833], [1.0052, -0.2621, 0.7882], [-1.0140, -0.3344, 1.3544], [0.6606, -0.1158, 0.3810], [-0.5180, 0.3339, -0.5993], [0.4504, 1.5236, -0.4411], [-0.9789, -0.7624, -0.6842], [1.4604, -0.7472, -0.6575], [-0.2564, 0.7556, -1.5871], [0.3905, 0.3723, 1.3954], [1.3431, -0.6102, -0.5490], [-0.2928, -0.0438, -0.1230], [0.1888, -0.0242, -0.2658], [-0.3845, -0.0298, 0.1855], [0.2720, 0.0139, -0.1190], [0.3262, 0.0849, 0.1245], [-0.1569, 0.0513, 0.1666], [0.2305, -0.0710, 0.0021], [-0.1719, 0.0868, 0.0472], [0.0485, 0.0430, 0.0129], [-0.0058, -0.0159, 0.0457], [-0.0090, -0.0825, -0.0104], [-0.0051, -0.0331, -0.0240], [-0.2375, -0.0751, 0.1198], [0.2462, 0.1373, 0.2063], [-0.3712, -0.1586, 0.1518], [0.2550, 0.1028, -0.0895], [0.2207, 0.0897, -0.2534], [-0.3040, -0.0772, -0.1496], [0.4291, 0.0995, 0.0612], [-0.2697, -0.0674, -0.0160], [0.0146, 0.0007, -0.0334], [-0.0051, -0.0861, -0.0539], [-0.0233, -0.0135, 0.0337], [0.0352, 0.0047, 0.0324]],
  "homo_ha": -0.18367,
  "total_charge": -1
}



The calculation returns the following E_tot values, one per record and in order: -1109.9387, -1844.2299, -1806.4254, -4860.2694 a.u..
The calculation returns the following relative energy (zero: lowest compared OMol25 entry of this formula, charge and spin) values, one per record and in order: 1.151, 0.417, 0.454, 3.692 eV.